{"formula": "CHCl3S", "method": "ωB97M-V/def2-TZVPD", "total_energy_ha": -1817.4194, "de_lowest_kj_mol": 62.6, "lumo_ha": -0.0061, "species": ["Cl", "Cl", "Cl", "S", "C", "H"], "xyz": [[-0.008037, 0.771891, 1.448872], [1.473228, -1.487220, 0.402818], [-1.173283, 1.835634, -1.061655], [0.347978, 0.526300, -1.302346], [0.164970, -0.377986, 0.225404], [-0.804857, -1.268619, 0.286907]], "atomic_forces_ev_per_a": [[0.07, 0.57, 2.31], [1.42, -0.30, -0.03], [-0.07, 0.01, -0.54], [-0.01, -0.22, -0.83], [-3.78, -3.39, -0.44], [2.37, 3.33, -0.48]], "lowdin_charge": [0.541, 0.555, 0.114, 0.360, -1.702, 0.133]}